A cluster of 9 separate species, C45H108N6O3 in total, computed with ωB97M-V/def2-TZVPD.

Structure (XYZ):
```
162
Properties=species:S:1:pos:R:3:lowdin_spin:R:1
C -0.41 -0.40 -5.34 0.02
C -1.29 0.88 -5.42 0.00
N -1.90 0.99 -6.75 0.00
C -1.06 1.35 -7.85 0.00
C -0.55 2.81 -7.73 0.00
C -2.91 -0.08 -6.97 0.00
C -4.10 0.46 -7.78 0.00
H -0.07 -0.52 -4.31 0.01
H 0.53 -0.24 -5.86 0.00
H -0.83 -1.34 -5.71 0.00
H -2.12 0.92 -4.72 0.00
H -0.60 1.70 -5.20 0.00
H -0.17 0.72 -7.88 0.00
H -1.60 1.11 -8.76 0.00
H 0.32 3.02 -7.11 0.00
H -0.16 2.99 -8.74 0.00
H -1.33 3.51 -7.45 0.00
H -3.33 -0.44 -6.03 0.00
H -2.52 -1.00 -7.40 0.00
H -4.87 -0.31 -7.76 0.00
H -3.83 0.58 -8.83 0.00
H -4.62 1.38 -7.50 0.00
C -0.23 -1.60 0.42 0.03
C -0.17 -0.49 -0.66 0.02
N -0.18 0.82 -0.05 0.00
C 1.11 1.12 0.69 0.02
C 1.28 2.59 1.19 0.02
C -0.52 1.82 -1.07 0.00
C 0.56 2.11 -2.08 0.01
H 0.12 -2.54 -0.01 0.01
H -1.26 -1.83 0.72 0.01
H 0.28 -1.36 1.36 0.01
H 0.76 -0.77 -1.15 0.01
H -1.03 -0.70 -1.29 0.00
H 1.32 0.34 1.42 0.02
H 2.00 0.87 0.11 0.00
H 2.27 2.73 1.63 0.01
H 1.25 3.39 0.46 0.00
H 0.63 2.77 2.05 0.00
H -0.76 2.75 -0.57 0.00
H -1.49 1.60 -1.51 0.00
H 0.74 1.16 -2.58 0.00
H 1.55 2.28 -1.65 0.00
H 0.25 2.98 -2.65 0.00
C -5.04 -2.20 -2.97 0.01
C -5.95 -1.10 -2.46 0.01
N -6.26 -0.06 -3.49 0.00
C -5.22 0.88 -3.89 0.00
C -4.51 1.53 -2.77 0.01
C -7.16 -0.46 -4.61 0.00
C -7.91 0.68 -5.29 0.00
H -4.29 -1.74 -3.62 0.00
H -5.57 -2.80 -3.70 0.00
H -4.65 -2.86 -2.19 0.00
H -6.85 -1.66 -2.18 0.00
H -5.63 -0.72 -1.49 0.01
H -4.45 0.33 -4.44 0.00
H -5.55 1.76 -4.44 0.00
H -4.19 0.86 -1.97 0.00
H -3.69 2.10 -3.20 0.00
H -5.25 2.18 -2.30 0.00
H -7.83 -1.22 -4.20 0.00
H -6.55 -1.10 -5.24 0.00
H -7.32 1.26 -6.00 0.00
H -8.38 1.33 -4.56 0.00
H -8.55 0.17 -6.01 0.00
C 0.17 6.54 -0.21 0.00
C 0.65 7.64 0.77 0.00
N -0.02 7.49 2.03 0.00
C -0.16 8.79 2.76 0.00
C 1.11 9.12 3.63 0.00
C 0.21 6.29 2.86 0.00
C -0.95 6.08 3.82 0.00
H -0.80 6.76 -0.64 0.00
H 0.07 5.53 0.19 0.00
H 0.92 6.44 -1.00 0.00
H 1.72 7.64 1.01 0.00
H 0.59 8.59 0.23 0.00
H -1.01 8.51 3.39 0.00
H -0.44 9.66 2.17 0.00
H 1.88 9.57 3.00 0.00
H 1.70 8.25 3.94 0.00
H 0.84 9.74 4.49 0.00
H 0.27 5.47 2.13 0.00
H 1.16 6.36 3.37 0.00
H -1.95 6.27 3.42 0.00
H -0.98 5.10 4.29 0.00
H -0.83 6.85 4.58 0.00
C 8.95 -0.40 -0.31 0.00
C 7.77 -0.95 -1.09 0.01
N 6.72 -1.50 -0.32 0.00
C 6.97 -2.78 0.39 0.02
C 7.06 -3.98 -0.61 0.01
C 5.99 -0.50 0.48 0.03
C 5.19 0.40 -0.36 0.03
H 9.83 -0.25 -0.94 0.00
H 9.18 -1.01 0.55 0.00
H 8.59 0.60 -0.06 0.00
H 7.57 -0.17 -1.82 0.00
H 8.10 -1.73 -1.77 0.00
H 7.68 -2.68 1.21 0.00
H 6.00 -2.91 0.86 0.01
H 6.67 -3.71 -1.59 0.00
H 8.12 -4.18 -0.79 0.00
H 6.61 -4.87 -0.17 0.01
H 6.53 0.12 1.19 0.01
H 5.27 -0.99 1.13 0.03
H 5.84 1.23 -0.65 0.00
H 4.31 0.84 0.11 0.00
H 4.87 0.11 -1.36 0.01
C 0.81 -2.55 4.82 0.04
C 0.69 -3.70 5.83 0.02
N 1.17 -3.19 7.13 0.00
C 2.63 -3.14 7.33 0.02
C 2.94 -3.85 8.68 0.00
C 0.44 -2.08 7.83 0.00
C -1.06 -2.18 7.88 0.00
H 0.63 -2.86 3.79 0.01
H 1.80 -2.10 4.70 0.03
H 0.23 -1.66 5.06 0.00
H -0.34 -4.06 5.91 0.00
H 1.33 -4.52 5.51 0.01
H 3.09 -3.86 6.66 0.01
H 3.08 -2.15 7.26 0.01
H 3.98 -4.20 8.68 0.00
H 3.07 -3.14 9.50 0.00
H 2.29 -4.64 9.05 0.00
H 0.82 -1.08 7.62 0.00
H 0.74 -2.11 8.88 0.00
H -1.45 -1.66 8.75 0.00
H -1.49 -3.17 7.85 0.00
H -1.47 -1.73 6.97 0.00
C -2.41 -4.99 -1.15 0.02
C -2.38 -6.33 -0.34 0.02
O -3.27 -6.58 0.46 0.01
C -1.25 -7.28 -0.61 0.01
H -1.97 -4.19 -0.55 0.00
H -3.45 -4.77 -1.39 0.00
H -1.86 -5.10 -2.09 0.01
H -0.39 -6.67 -0.88 0.00
H -1.62 -7.97 -1.37 0.00
H -1.07 -7.88 0.29 0.00
C 1.21 -5.59 0.98 0.04
C 2.26 -5.51 -0.13 0.04
O 2.19 -6.34 -1.04 0.01
C 3.36 -4.45 -0.20 0.06
H 0.33 -5.04 0.65 0.00
H 1.48 -5.09 1.91 0.01
H 0.97 -6.65 1.07 0.00
H 3.11 -3.44 -0.52 0.01
H 4.13 -4.86 -0.85 0.00
H 3.88 -4.41 0.75 0.02
C -1.81 1.62 3.43 0.01
C -2.55 1.17 4.75 0.01
O -2.50 1.83 5.73 0.00
C -3.28 -0.16 4.74 0.02
H -1.61 0.68 2.91 0.00
H -0.80 2.02 3.55 0.00
H -2.38 2.35 2.86 0.00
H -3.22 -0.57 5.75 0.00
H -2.93 -0.88 4.01 0.01
H -4.33 0.06 4.57 0.00
```

Properties
Spin multiplicity = 2
Lowest unoccupied orbital energy (alpha / beta) = 2.226 / 2.171 eV
Largest force on an atom = 3.05 eV Å⁻¹
Gap between HOMO and LUMO (alpha / beta) = 0.06442 / 0.29385 Eh
Energy above the lowest of the compared OMol25 structures with the same formula, charge and spin = 74.1 kcal/mol
Total charge = -1
E = -63492.2340 eV
E_HOMO (alpha / beta) = 0.473 / -5.825 eV